Entry from OMol25: 9 unconnected molecules or ions with the total composition C27H57N3O18 in a non-equilibrium geometry (ωB97M-V with the def2-TZVPD basis set).

Cartesian coordinates (Å):
C 2.98244 -2.86744 6.53510
N 3.61036 -1.79838 5.69726
O 4.35894 -2.18538 4.86525
O 3.42156 -0.63351 5.99532
H 2.04042 -2.36546 6.75583
H 3.45390 -3.10430 7.48889
H 2.74664 -3.81030 6.04163
C -4.99093 -1.73009 4.87047
N -5.02897 -2.90213 5.82251
O -4.13709 -3.63614 5.76027
O -6.11400 -3.12326 6.37026
H -4.89614 -2.07790 3.84181
H -4.18697 -1.05532 5.16446
H -5.91074 -1.15139 4.95503
C -9.94871 5.09608 -4.00862
N -10.45409 4.74249 -2.65069
O -9.68340 4.23267 -1.83501
O -11.57784 5.04804 -2.33586
H -9.86617 4.13698 -4.51991
H -8.95618 5.54659 -4.00308
H -10.67962 5.73897 -4.49909
O 1.80350 11.57431 -6.66703
C 2.95244 11.18368 -6.26905
O 4.19341 11.72863 -6.50332
C 4.28276 12.94405 -7.21376
C 5.35673 13.78691 -6.54245
C 2.97902 10.00783 -5.36582
H 3.28682 13.37773 -7.12358
H 4.54820 12.65082 -8.22946
H 6.34976 13.35312 -6.42484
H 5.07936 13.91020 -5.49557
H 5.50761 14.75966 -7.01052
H 1.98218 9.69023 -5.05997
H 3.74776 10.15168 -4.60657
H 3.42391 9.23492 -5.99254
O 1.40194 -0.05996 -2.02833
C 0.38825 -0.29253 -1.32715
O -0.80046 0.37000 -1.39594
C -0.92784 1.56010 -2.07840
C -2.37319 2.12909 -1.98080
C 0.24178 -1.64936 -0.69743
H -0.61906 1.41094 -3.11305
H -0.21630 2.31339 -1.74024
H -2.73776 2.47249 -1.01268
H -3.17634 1.53551 -2.41749
H -2.46850 3.00493 -2.62261
H 0.04266 -2.40225 -1.46006
H -0.69198 -1.50868 -0.15300
H 1.11842 -1.92813 -0.11272
O 1.39729 -11.02659 -0.58745
C 0.50198 -11.23235 0.19612
O 0.67464 -11.15096 1.53871
C 1.85425 -10.58821 2.12389
C 1.72126 -10.41948 3.63399
C -0.85512 -11.65754 -0.15550
H 2.06298 -9.61002 1.69068
H 2.72015 -11.20616 1.88630
H 2.03093 -11.30307 4.19207
H 0.70927 -10.11368 3.89943
H 2.35796 -9.57107 3.88482
H -1.21411 -11.38540 -1.14805
H -1.59005 -11.38774 0.60292
H -0.96893 -12.74158 -0.15424
O 10.31452 -1.75287 -2.08378
C 10.65368 -2.93353 -1.73579
O 9.83213 -4.02356 -1.78980
C 8.64826 -4.03638 -2.48312
C 8.32901 -5.58523 -2.64952
C 12.03817 -3.28963 -1.24362
H 8.70665 -3.54366 -3.45365
H 8.02578 -3.42118 -1.83340
H 8.82005 -5.83282 -3.59063
H 7.24019 -5.59915 -2.69822
H 8.58886 -6.26410 -1.83729
H 12.38682 -4.24187 -1.64336
H 12.09516 -3.48297 -0.17242
H 12.70346 -2.48171 -1.54818
O 0.08673 8.70909 8.46595
C 0.04529 9.30880 7.38296
O 0.12750 8.75576 6.20185
C 0.51504 7.37934 5.99313
C -0.17517 6.89993 4.74023
C -0.47413 10.76780 7.43639
H 0.12499 6.69971 6.75080
H 1.59555 7.26692 5.90388
H -1.26196 6.93074 4.81785
H 0.06746 5.87883 4.44598
H 0.07963 7.61997 3.96259
H -0.10659 11.14174 8.39200
H -1.56311 10.75163 7.39209
H -0.18737 11.27444 6.51488
O -8.34355 -5.35918 -3.54683
C -7.41461 -5.48970 -2.79179
O -7.53731 -5.78469 -1.51028
C -8.74917 -6.09011 -0.82076
C -9.01120 -7.52795 -0.92756
C -6.02200 -5.45877 -3.28168
H -9.53945 -5.52741 -1.31769
H -8.68029 -5.66411 0.18018
H -9.33309 -7.88590 -1.90550
H -9.80779 -7.78222 -0.22836
H -8.15031 -8.08034 -0.55094
H -5.43861 -6.36611 -3.12518
H -5.39320 -4.73969 -2.75667
H -6.09701 -5.15578 -4.32603

Cartesian forces (eV/Å) of the 2 atoms listed first:
-2.291 0.536 0.618
0.497 -0.355 1.949

As for the frontier orbital gap: 10.1528 eV. The HOMO energy comes out at -0.3692 Ha. Its structure (SMILES) is C[N+](=O)[O-].C[N+](=O)[O-].C[N+](=O)[O-].CCOC(C)=O.CCOC(C)=O.CCOC(C)=O.CCOC(C)=O.CCOC(C)=O.CCOC(C)=O. The energy above the lowest of the compared OMol25 structures with the same formula, charge and spin is 93.8 kcal per mole. The total energy comes out at -2581.1861 a.u. The LUMO energy is 0.11 eV. The spin multiplicity is 1.



Entry from OMol25: 7 unconnected molecules or ions with the total composition C27H58B2F8N6O4 in a non-equilibrium geometry (ωB97M-V with the def2-TZVPD basis set).

Cartesian coordinates (Å):
C -2.84377 4.18192 -6.91490
C -2.37588 4.76115 -5.55107
O -2.92410 5.72470 -5.00708
N -1.14181 4.12842 -4.86908
H -0.90058 3.28172 -5.36631
H -0.33350 4.68518 -5.11259
C -1.34427 3.95928 -3.32977
H -2.07295 4.29449 -7.67729
H -3.77739 4.67867 -7.17717
H -3.01853 3.12810 -6.69637
H -2.24921 3.41744 -3.05737
H -1.39841 4.94995 -2.87903
H -0.43946 3.46312 -2.97935
C 0.84595 -0.90723 0.98761
N 0.90510 -2.38098 1.18439
C 2.01300 -2.97518 1.57451
C 2.04122 -4.31011 1.94014
C 0.89921 -5.11181 1.77770
C -0.30120 -4.44332 1.38169
C -0.25762 -3.08542 1.08073
C 0.87041 -6.61336 2.11407
C -0.30928 -7.18734 2.56349
C -0.45977 -8.52636 2.83453
N 0.65014 -9.30139 2.73712
C 1.86112 -8.77560 2.36833
C 1.98919 -7.40547 2.14066
C 0.43941 -10.81649 2.84562
H 0.48461 -0.25443 1.78189
H 0.30890 -0.70018 0.06236
H 1.88142 -0.64449 0.77078
H 2.89526 -2.35852 1.66369
H 2.94777 -4.76127 2.31586
H -1.23332 -4.97450 1.25825
H -1.18328 -2.65412 0.72933
H -1.19715 -6.57306 2.53287
H -1.36717 -9.05177 3.09302
H 2.74598 -9.39400 2.33355
H 2.97738 -7.04368 1.89725
H -0.56223 -11.07469 3.18772
H 1.13962 -11.32948 3.50475
H 0.69510 -11.10797 1.82707
C -0.12426 1.33172 4.93396
C 0.88616 2.46207 4.81401
C 2.06717 2.06129 3.98730
O 3.08761 3.08046 3.86091
C 4.10478 2.94164 2.89238
N 0.13361 3.62067 4.01138
H -0.67542 4.03332 4.45836
H 0.73865 4.42819 3.94577
H -0.16787 3.45423 3.06033
H -1.11370 1.63443 5.27752
H 0.17647 0.53583 5.61556
H -0.29420 0.79887 3.99778
H 1.11592 2.87503 5.79594
H 1.76170 1.69735 3.00587
H 2.55056 1.32096 4.62581
H 3.61051 3.10104 1.93284
H 4.48218 1.91912 2.86099
H 4.88221 3.70232 2.95651
C -1.60183 -0.28945 -1.98472
C -2.94640 0.27487 -2.43666
C -3.91762 -0.85862 -2.92933
O -5.31567 -0.58198 -3.17692
C -6.18602 -1.60085 -2.74916
N -3.57027 1.13391 -1.43514
H -2.94374 1.79728 -0.99696
H -4.34761 1.63602 -1.84231
H -3.88931 0.53272 -0.68718
H -0.89905 0.44941 -1.59906
H -1.09852 -0.75180 -2.83384
H -1.67008 -0.99394 -1.15559
H -2.80403 0.94060 -3.28832
H -3.78521 -1.63423 -2.17390
H -3.55284 -1.31085 -3.85189
H -5.79772 -2.56802 -3.06981
H -7.25597 -1.49486 -2.92448
H -6.00176 -1.65990 -1.67564
C 5.06380 0.67659 -3.59446
C 3.71407 1.30310 -3.35834
C 3.29898 1.71601 -1.90394
O 2.18834 2.56650 -1.71935
C 2.51215 3.82019 -1.12544
N 3.71398 2.62774 -4.14048
H 4.60580 3.09608 -4.22870
H 3.41204 2.33158 -5.05869
H 3.07798 3.34138 -3.81119
H 5.12495 -0.11511 -2.84727
H 5.89069 1.31128 -3.27490
H 5.25862 0.30906 -4.60164
H 2.95154 0.69357 -3.84314
H 4.15170 1.94006 -1.26243
H 3.00739 0.75155 -1.48610
H 3.06837 4.35652 -1.89446
H 3.08189 3.68736 -0.20570
H 1.55915 4.25350 -0.82266
B -1.34412 2.67059 0.65887
F -1.62717 2.92112 -0.64962
F -0.15164 3.29332 1.08404
F -2.32643 3.06845 1.52614
F -1.30626 1.32426 0.78278
B -3.09847 3.85008 5.34993
F -1.96037 4.61791 5.47678
F -4.28429 4.49092 5.54954
F -3.06157 3.37895 4.06625
F -3.05945 2.80673 6.24024

Cartesian forces (eV/Å) of the 2 atoms listed first:
0.758 -0.019 1.981
-3.274 4.222 -0.213

As for the frontier orbital gap: 4.6378 eV. The HOMO energy comes out at -0.5758 Ha. The total energy comes out at -2540.6426 a.u. The LUMO energy is -11.03 eV. Its total charge is +4. The spin multiplicity is 1.



Entry from OMol25: 4 unconnected molecules or ions with the total composition C27H58BN5O15PS in a non-equilibrium geometry (ωB97M-V with the def2-TZVPD basis set).

Cartesian coordinates (Å):
C -2.23994 1.25412 1.56101
C -1.03378 1.16257 0.59711
O -1.32393 0.39859 -0.58069
C -2.17886 1.06007 -1.45523
N -3.44120 0.36654 -1.72682
C -4.60449 1.14733 -1.96093
N -5.20460 1.80347 -0.90883
C -6.55614 1.32071 -0.47669
C -7.02779 -0.00532 -1.06952
C -8.17051 -0.54939 -0.14999
C -8.20314 -2.09554 -0.11568
O -8.72240 -2.58384 -1.34841
P -5.02592 3.55049 -0.87575
C -3.98341 4.08528 -2.32624
O -4.08312 3.96401 0.42950
N -4.98743 1.22688 -3.20664
S -6.35675 2.17766 -3.68716
B -4.22986 0.52368 -4.35042
O -3.03612 1.13844 -4.68830
N -4.74270 -0.59294 -5.03690
C -5.87523 -1.26695 -4.35527
C -3.69407 -1.53474 -5.50436
N -3.62831 -0.96157 -1.38417
C -2.96175 -1.96516 -2.19320
C -1.47344 -1.96485 -2.51406
O -3.64183 -2.85592 -2.62759
C -3.82507 -1.28811 -0.00226
C -2.87069 -2.32312 0.59880
O -4.65258 -0.77637 0.69748
H -3.19252 1.34161 1.02592
H -2.16895 2.16908 2.16463
H -2.23172 0.41666 2.26574
H -0.22414 0.71098 1.17856
H -0.72164 2.19180 0.36816
H -1.63868 1.23615 -2.40205
H -2.39839 2.06708 -1.05710
H -6.53916 1.26996 0.61694
H -7.28884 2.10747 -0.71541
H -6.26759 -0.79235 -1.08641
H -7.49986 0.11235 -2.05309
H -7.93894 -0.25000 0.88564
H -9.14734 -0.12297 -0.39870
H -8.86064 -2.36664 0.71663
H -7.18431 -2.45216 0.09940
H -8.05502 -2.37244 -2.01145
H -3.21835 3.35437 -2.61963
H -3.46755 5.02067 -2.07930
H -4.60591 4.28519 -3.20426
H -3.42616 4.60153 0.11123
H -7.28167 1.22538 -3.95120
H -2.27388 0.58434 -4.48225
H -5.96351 -2.31758 -4.64682
H -6.80339 -0.79592 -4.71231
H -5.80570 -1.23585 -3.26424
H -3.62298 -1.45945 -6.59544
H -3.97031 -2.57277 -5.29438
H -2.71705 -1.38709 -5.03275
H -1.05055 -0.96826 -2.67520
H -0.93080 -2.54359 -1.76129
H -1.36656 -2.50382 -3.46231
H -3.09912 -2.44772 1.65856
H -2.96796 -3.30779 0.12253
H -1.84379 -1.96418 0.45220
C 0.38669 -1.61268 7.24537
C -0.65315 -1.49639 6.15218
O -0.05084 -1.12368 4.89892
C 0.51752 -2.11453 4.22125
O 0.56500 -3.26974 4.54350
O 1.05252 -1.59388 3.10269
C 1.75411 -2.53978 2.30513
H 0.97609 -0.69708 7.31080
H -0.08917 -1.79725 8.20801
H 1.07951 -2.42905 7.04118
H -1.35914 -0.70404 6.39557
H -1.22449 -2.41797 6.04276
H 1.12510 -3.40476 2.08266
H 2.65146 -2.88518 2.79563
H 2.01425 -2.05686 1.36848
C 8.05339 1.68712 4.36252
C 7.85650 1.25812 2.92414
O 6.99414 0.11347 2.83937
C 5.68992 0.37156 2.91696
O 5.18585 1.45844 3.03742
O 5.03259 -0.78877 2.84916
C 3.61166 -0.66991 2.98214
H 8.39599 0.84669 4.96769
H 8.78568 2.49190 4.42615
H 7.11702 2.03728 4.79712
H 8.81170 0.95464 2.49743
H 7.47444 2.07540 2.31230
H 3.21214 0.05664 2.27394
H 3.35589 -0.38146 4.00221
H 3.16708 -1.66893 2.76154
C 9.60420 -0.14505 -2.44174
C 9.93699 0.18709 -1.00217
O 11.35384 0.21611 -0.79344
C 11.96376 1.34150 -1.17022
O 11.43171 2.31038 -1.64726
O 13.26824 1.20170 -0.93760
C 14.06024 2.31762 -1.35125
H 10.10042 -1.06813 -2.74451
H 8.52768 -0.26215 -2.56993
H 9.94830 0.64158 -3.11328
H 9.54510 -0.59102 -0.34795
H 9.48304 1.12932 -0.69361
H 13.68157 3.24598 -0.92855
H 14.08490 2.37722 -2.43853
H 15.06858 2.14847 -0.98353

Cartesian forces (eV/Å) of the 2 atoms listed first:
0.280 0.281 -0.042
-0.714 0.654 1.572

As for the frontier orbital gap: 7.4717 eV. The HOMO energy comes out at -0.4294 Ha. The energy above the lowest of the compared OMol25 structures with the same formula, charge and spin is 0.0 kcal per mole. The total energy comes out at -3230.1233 a.u. The LUMO energy is -4.21 eV. Its total charge is +1. The spin multiplicity is 1.



Entry from OMol25: 2 unconnected molecules or ions with the total composition C27H58BN5O7P in a non-equilibrium geometry (ωB97M-V with the def2-TZVPD basis set).

Cartesian coordinates (Å):
C 1.77979 3.92724 4.08265
C 2.82113 4.19868 3.27724
C 2.75749 3.72369 1.85800
O 1.81923 3.05566 1.47870
O 3.74971 4.13594 1.02723
C 4.54859 3.03940 0.50374
C 4.04881 2.50688 -0.82827
C 4.69754 3.13776 -2.06708
C 4.51651 2.19908 -3.27255
C 3.05177 1.86920 -3.63273
C 3.01067 0.45789 -4.28605
C 3.02070 -0.70334 -3.27993
O 3.70168 -1.72638 -3.99062
B 3.44305 -2.89779 -3.11623
C 3.95724 -4.35711 -3.58511
C 3.39714 -4.85212 -4.94314
C 2.64219 -6.17098 -4.75796
N 3.54101 -7.21146 -4.19619
O 1.99253 -2.74227 -2.87549
C 1.64517 -1.32802 -2.81266
C 0.45120 -1.25898 -3.79531
C -0.94000 -1.09379 -3.16396
C -1.51866 -2.40357 -2.56483
C -2.06876 -2.19299 -1.13217
C -3.59608 -2.20537 -1.04055
N -4.04495 -2.14755 0.36381
C 1.22949 -1.19810 -1.31185
C 2.37489 -1.11296 -0.34040
O 2.66573 -0.04823 0.18233
O 3.03940 -2.23469 -0.00675
H 1.33748 2.93774 4.08122
H 1.37015 4.67501 4.75379
H 3.67354 4.76589 3.63558
H 4.44753 2.21964 1.22184
H 5.60470 3.30389 0.48883
H 4.27486 1.43890 -0.85941
H 2.96548 2.56235 -0.85648
H 4.28270 4.11462 -2.32123
H 5.77376 3.18619 -1.87626
H 4.99749 2.59978 -4.16873
H 5.01461 1.24506 -3.07814
H 2.74038 2.57333 -4.40821
H 2.38096 1.89593 -2.77568
H 2.21634 0.40391 -5.02905
H 3.94574 0.36724 -4.83912
H 3.74948 -0.43359 -2.50009
H 4.17012 -2.63932 -2.12436
H 3.73839 -5.04459 -2.76317
H 5.04560 -4.30513 -3.65216
H 4.25891 -5.09601 -5.57622
H 2.81069 -4.09388 -5.46468
H 2.19033 -6.54992 -5.67774
H 1.86936 -5.97780 -4.00727
H 3.28356 -7.40579 -3.24123
H 3.46955 -8.07067 -4.72147
H 0.55661 -0.46460 -4.53717
H 0.44082 -2.18796 -4.35932
H -1.61473 -0.81796 -3.98367
H -1.00525 -0.26119 -2.46539
H -2.27148 -2.84438 -3.21659
H -0.68340 -3.09736 -2.46003
H -1.65309 -2.93596 -0.44607
H -1.75276 -1.22549 -0.73653
H -4.01643 -1.31010 -1.50548
H -4.03901 -3.06153 -1.55119
H -3.68626 -1.29080 0.77459
H -3.56665 -2.88988 0.86526
H 0.70651 -2.12483 -1.08673
H 0.61058 -0.32411 -1.12354
H 3.97255 -2.00418 0.05237
O -4.15552 1.14050 2.45371
P -4.26860 1.90081 3.75281
N -4.05676 0.61296 4.88487
C -4.95737 -0.53113 4.85828
C -2.67489 0.14362 4.88829
N -5.89067 2.44784 3.59838
C -6.98425 2.00686 4.42887
C -6.34922 2.69888 2.23735
N -3.97050 3.14472 4.99984
C -2.97863 4.14385 4.57381
C -3.80070 2.85599 6.41369
H -4.66810 -1.24019 5.63756
H -4.95199 -1.05915 3.89738
H -5.97938 -0.23845 5.08882
H -1.98285 0.99093 4.96186
H -2.42577 -0.41095 3.97638
H -2.49033 -0.49491 5.75473
H -7.38359 1.03704 4.10228
H -7.80110 2.73437 4.39314
H -6.69465 1.93311 5.47873
H -6.66115 1.77867 1.72628
H -5.56439 3.15995 1.64144
H -7.19401 3.39226 2.25207
H -1.95983 3.73842 4.57652
H -3.00533 5.02105 5.22249
H -3.20256 4.48454 3.55798
H -2.83419 2.39454 6.65214
H -4.59089 2.21548 6.79197
H -3.86669 3.80022 6.96336

Cartesian forces (eV/Å) of the 2 atoms listed first:
0.312 -0.037 0.097
-0.066 0.053 -0.206

As for the frontier orbital gap: 5.6952 eV. The HOMO energy comes out at -0.1497 Ha. The total energy comes out at -2230.2012 a.u. The LUMO energy is 1.62 eV. Its total charge is -1. The spin multiplicity is 1.